# 1
39
Properties=species:S:1:pos:R:3 method="wB97M-V/def2-TZVPD" e_tot_ev=-23984.282 gap_ev=8.49 smiles="CN(C)C[C@](C#N)(C(=O)c1ccccc1)c1ccccc1" lumo_energy_ev=-0.1
C -1.86 -2.09 -2.94
N -0.62 -1.85 -2.21
C 0.56 -2.39 -2.85
C -0.53 -0.53 -1.60
C -0.92 -0.47 -0.14
C -2.04 -1.40 0.12
N -2.91 -2.15 0.35
C -1.57 0.90 0.18
O -2.80 0.97 0.11
C -0.76 2.10 0.54
C 0.59 2.28 0.20
C 1.32 3.32 0.80
C 0.70 4.19 1.71
C -0.67 4.05 1.98
C -1.40 3.05 1.36
C 0.20 -0.88 0.78
C 0.39 -0.25 2.01
C 1.59 -0.46 2.70
C 2.54 -1.36 2.20
C 2.24 -2.13 1.07
C 1.03 -1.94 0.40
H -1.81 -3.09 -3.39
H -2.71 -2.06 -2.26
H -2.01 -1.35 -3.74
H 0.41 -3.48 -2.96
H 0.74 -1.97 -3.86
H 1.44 -2.21 -2.22
H 0.49 -0.11 -1.76
H -1.26 0.11 -2.13
H 1.06 1.59 -0.50
H 2.38 3.42 0.58
H 1.28 4.97 2.20
H -1.17 4.72 2.68
H -2.47 2.94 1.55
H -0.37 0.43 2.39
H 1.77 0.09 3.62
H 3.50 -1.47 2.71
H 2.96 -2.87 0.69
H 0.70 -2.59 -0.41

=====

# 2
39
Properties=species:S:1:pos:R:3 method="wB97M-V/def2-TZVPD" e_tot_ev=-23985.137 gap_ev=8.25 smiles="C=C1C(c2ccccc2)=C(C#N)C(=O)N1C1CCCCC1" lumo_energy_ev=-0.7
C 0.88 -0.24 1.21
C 0.38 0.21 0.02
C 0.93 1.33 -0.79
C 2.15 2.09 -0.47
C 3.41 1.41 -0.51
C 4.62 2.09 -0.26
C 4.55 3.45 0.04
C 3.33 4.14 0.02
C 2.13 3.46 -0.24
C 0.19 1.49 -1.88
C 0.35 2.46 -2.91
N 0.47 3.30 -3.73
C -0.91 0.55 -1.74
O -1.76 0.39 -2.59
N -0.77 -0.24 -0.61
C -1.78 -1.23 -0.19
C -2.44 -0.84 1.14
C -2.97 -2.04 1.91
C -3.36 -3.18 1.00
C -2.23 -3.67 0.10
C -1.18 -2.63 -0.14
H 0.42 -1.05 1.79
H 1.77 0.22 1.63
H 3.41 0.34 -0.68
H 5.58 1.60 -0.30
H 5.48 3.98 0.24
H 3.30 5.21 0.26
H 1.19 4.03 -0.25
H -2.57 -1.25 -0.96
H -1.74 -0.26 1.74
H -3.28 -0.17 0.91
H -3.82 -1.73 2.54
H -2.14 -2.37 2.54
H -3.75 -4.02 1.59
H -4.21 -2.81 0.36
H -1.77 -4.53 0.55
H -2.71 -3.98 -0.85
H -0.45 -2.68 0.66
H -0.73 -2.84 -1.14

=====

# 3
39
Properties=species:S:1:pos:R:3 method="wB97M-V/def2-TZVPD" e_tot_ev=-23982.339 gap_ev=8.07 smiles="CN1CCC(=C2c3ccccc3Oc3ncccc32)CC1" lumo_energy_ev=0.3
C 3.76 -3.03 1.45
N 2.53 -2.28 1.17
C 1.66 -2.72 0.18
C 0.96 -1.57 -0.60
C 0.47 -0.42 0.25
C -0.57 0.40 -0.15
C -1.19 1.44 0.64
C -1.52 1.15 1.92
C -2.17 2.12 2.56
C -2.56 3.31 1.94
C -2.16 3.51 0.65
C -1.57 2.61 -0.04
O -1.44 2.92 -1.37
C -1.42 1.77 -2.13
N -1.94 2.11 -3.32
C -2.20 1.09 -4.21
C -2.04 -0.26 -3.77
C -1.39 -0.58 -2.53
C -1.04 0.49 -1.63
C 1.30 -0.19 1.50
C 2.69 -0.85 1.44
H 4.39 -2.51 2.25
H 3.66 -4.08 1.79
H 4.51 -2.94 0.60
H 2.18 -3.42 -0.44
H 0.95 -3.26 0.75
H 0.13 -2.12 -1.11
H 1.52 -1.22 -1.46
H -1.39 0.14 2.35
H -2.46 2.06 3.57
H -3.08 4.03 2.53
H -2.47 4.45 0.05
H -2.74 1.21 -5.18
H -2.50 -0.93 -4.45
H -1.50 -1.58 -2.24
H 0.74 -0.53 2.48
H 1.38 0.87 1.51
H 3.24 -0.40 0.65
H 3.30 -0.80 2.37

=====

# 4
48
Properties=species:S:1:pos:R:3 method="wB97M-V/def2-TZVPD" total_charge=+1 e_tot_ev=-111716.333 gap_ev=6.52 lumo_energy_ev=-5.3
O 2.85 -0.11 3.53
C 1.68 -0.37 3.64
O 1.17 -0.66 4.89
C 0.80 -0.40 2.35
C 1.04 -1.54 1.43
C 0.27 -1.58 0.20
N -0.67 -0.60 -0.12
Br -1.50 -0.83 -1.79
C -0.97 0.46 0.71
C -2.01 1.59 0.38
F -1.68 2.16 -0.83
F -1.89 2.60 1.34
C -3.50 1.14 0.40
C -4.20 0.94 -0.88
C -5.58 0.52 -1.02
C -6.37 0.31 0.21
C -5.71 0.54 1.51
C -6.63 0.35 2.77
F -7.86 -0.18 2.42
F -6.91 1.61 3.27
F -6.10 -0.49 3.71
C -4.29 0.93 1.63
C -0.22 0.57 1.98
H 1.47 -1.57 5.10
H 1.79 -2.35 1.60
H 0.45 -2.43 -0.51
H -3.59 1.10 -1.81
H -6.08 0.34 -2.00
H -7.43 -0.01 0.11
H -3.81 1.08 2.62
H -0.40 1.43 2.69
C 4.15 1.26 -2.84
C 3.67 0.31 -1.74
C 4.77 -0.64 -1.23
O 5.06 -1.73 -2.10
C 5.95 -1.41 -3.16
N 2.50 -0.43 -2.23
H 4.26 0.77 -3.80
H 3.43 2.07 -2.97
H 5.11 1.71 -2.57
H 3.36 0.93 -0.89
H 4.41 -1.10 -0.30
H 5.69 -0.10 -0.97
H 6.71 -0.68 -2.86
H 5.39 -1.05 -4.03
H 6.45 -2.33 -3.46
H 2.13 -0.99 -1.47
H 2.84 -1.13 -2.90

=====

# 5
43
Properties=species:S:1:pos:R:3 method="wB97M-V/def2-TZVPD" total_charge=+1 e_tot_ev=-51196.459 gap_ev=5.19 lumo_energy_ev=-5.1
C 1.82 0.25 -1.80
C 2.01 0.32 -0.33
C 1.36 1.30 0.44
N 0.43 2.22 -0.19
C -0.63 1.93 -0.97
N -1.26 3.04 -1.37
C -2.35 3.16 -2.34
C -0.57 4.14 -0.81
C 0.47 3.64 -0.09
C 1.58 1.33 1.82
C 0.88 2.31 2.70
C 2.43 0.41 2.40
C 3.07 -0.56 1.66
C 3.97 -1.55 2.31
C 2.84 -0.59 0.29
H 2.45 -0.53 -2.23
H 0.78 0.00 -2.04
H 2.07 1.19 -2.28
H -2.64 2.18 -2.68
H -3.21 3.65 -1.87
H -2.02 3.76 -3.19
H -0.84 5.18 -0.92
H 1.23 4.22 0.42
H 1.09 2.10 3.75
H 1.21 3.33 2.50
H -0.20 2.27 2.56
H 2.60 0.45 3.46
H 4.40 -2.24 1.59
H 4.80 -1.05 2.82
H 3.44 -2.14 3.05
H 3.31 -1.36 -0.30
Cl 0.11 -3.07 -1.22
C -1.56 -3.39 -0.98
N -2.43 -2.32 -0.75
F -1.92 -1.10 -0.59
C -3.78 -2.54 -0.48
Cl -4.81 -1.20 -0.16
C -4.27 -3.82 -0.46
C -3.40 -4.89 -0.71
C -2.04 -4.66 -0.96
H -5.31 -3.99 -0.24
H -3.78 -5.90 -0.70
H -1.36 -5.48 -1.12

=====

# 6
56
Properties=species:S:1:pos:R:3 method="wB97M-V/def2-TZVPD" total_charge=-1 e_tot_ev=-101192.741 s2=6.0684 gap_ev="4.24 / 4.21" spin_multiplicity=5 lumo_energy_ev="0.4 / 0.4"
Fe -0.03 0.26 0.13
O -2.55 1.91 3.25
C -1.62 1.40 2.43
O -1.85 1.39 1.14
C -0.40 0.94 2.89
C -0.01 0.87 4.26
C 1.27 0.52 4.58
C 2.19 0.27 3.55
C 1.75 0.28 2.24
N 0.48 0.54 1.91
C 2.63 0.06 1.02
O 3.75 -0.40 1.12
O 2.04 0.42 -0.06
H -3.20 2.36 2.67
H -0.76 1.10 5.01
H 1.58 0.44 5.61
H 3.23 0.06 3.75
C 1.91 -2.66 -3.41
N 1.13 -1.45 -3.28
C 1.06 -0.56 -4.29
C 0.34 0.58 -4.16
C -0.31 0.82 -2.91
N -0.19 -0.05 -1.92
C 0.56 -1.17 -2.04
O 0.72 -1.93 -1.11
N -1.13 1.87 -2.78
H 1.73 -3.11 -4.39
H 1.60 -3.34 -2.62
H 2.98 -2.45 -3.30
H 1.59 -0.81 -5.20
H 0.29 1.31 -4.95
H -0.99 2.66 -3.38
H -1.47 2.09 -1.84
C -3.28 -0.65 -0.81
C -2.64 -1.57 0.17
C -3.14 -2.77 0.67
C -2.16 -3.29 1.50
C -1.10 -2.38 1.48
C 0.23 -2.52 2.14
N -1.41 -1.33 0.68
H -4.36 -0.71 -0.74
H -2.98 -0.92 -1.83
H -2.95 0.37 -0.64
H -4.10 -3.21 0.45
H -2.18 -4.22 2.05
H 0.39 -3.56 2.41
H 0.28 -1.92 3.04
H 1.00 -2.20 1.45
Te -2.82 3.04 0.27
F 0.19 2.45 -0.39
Sb 1.93 3.27 -0.85
F 1.14 4.76 0.09
F 2.78 2.90 0.82
F 3.45 4.34 -1.30
F 2.50 1.98 -2.17
F 0.93 3.93 -2.40

=====

# 7
52
Properties=species:S:1:pos:R:3 method="wB97M-V/def2-TZVPD" total_charge=+1 e_tot_ev=-57346.424 gap_ev=7.97 lumo_energy_ev=-3.4
Hf 0.95 -0.34 0.04
C 2.97 -3.74 -1.26
C 1.77 -3.06 -0.69
O 1.97 -2.03 0.11
C 0.54 -3.59 -0.98
C -0.62 -3.05 -0.39
C -1.81 -3.89 -0.09
N -0.57 -1.78 -0.06
N -1.60 -1.31 0.78
C -1.21 -0.49 1.69
O 0.07 -0.15 1.87
C -2.23 0.13 2.56
C -1.98 1.12 3.54
C -3.05 1.65 4.21
C -4.34 1.19 3.92
C -4.55 0.14 3.03
C -3.49 -0.37 2.34
H 3.07 -4.74 -0.76
H 3.83 -3.11 -1.12
H 2.84 -3.93 -2.31
H 0.51 -4.54 -1.50
H -1.76 -4.91 -0.49
H -2.71 -3.42 -0.53
H -1.97 -3.94 0.97
H -0.94 1.43 3.72
H -2.89 2.42 4.96
H -5.16 1.63 4.47
H -5.54 -0.27 2.88
H -3.64 -1.12 1.59
C 1.78 2.20 -2.52
C 2.64 1.06 -2.07
O 2.44 0.67 -0.78
C 4.13 1.38 -2.28
F 4.89 0.49 -1.70
F 4.41 2.59 -1.75
F 4.43 1.44 -3.57
C 2.30 -0.14 -2.95
F 2.02 0.16 -4.19
F 3.13 -1.15 -2.89
F 1.13 -0.69 -2.41
H 1.74 2.98 -1.74
H 0.75 1.83 -2.68
H 2.10 2.67 -3.44
N -1.86 2.91 -0.44
C -0.69 2.59 0.08
O -0.16 1.52 -0.33
C -0.05 3.56 1.03
I 1.44 4.77 0.14
H -2.29 2.25 -1.06
H -2.34 3.75 -0.23
H 0.43 2.99 1.81
H -0.82 4.22 1.43

=====

# 8
53
Properties=species:S:1:pos:R:3 method="wB97M-V/def2-TZVPD" total_charge=+1 e_tot_ev=-89337.108 gap_ev=10.14 lumo_energy_ev=-2.7
Lu -0.47 -0.52 0.40
C -0.90 4.71 -1.15
C -1.78 3.51 -0.86
C -2.10 2.75 -2.15
C -1.19 2.61 0.22
C 0.18 2.54 0.46
C 0.68 1.87 1.58
C -0.17 1.26 2.51
C 0.37 0.79 3.82
C -1.54 1.25 2.21
C -2.03 1.91 1.09
H -1.44 5.42 -1.78
H 0.00 4.42 -1.70
H -0.59 5.23 -0.24
H -2.73 3.88 -0.45
H -1.19 2.32 -2.57
H -2.53 3.43 -2.88
H -2.81 1.94 -1.98
H 0.87 3.08 -0.17
H 1.74 1.92 1.80
H 0.89 1.61 4.32
H 1.08 -0.03 3.69
H -0.43 0.44 4.48
H -2.23 0.84 2.93
H -3.11 1.97 0.95
O 2.55 -1.55 -1.54
C 1.65 -0.62 -1.73
O 1.24 0.12 -0.83
C 1.25 -0.48 -3.19
O 0.04 0.20 -3.37
C -1.16 -0.57 -3.26
C -1.32 -0.90 -1.80
O -0.50 -1.75 -1.31
O -2.02 -0.22 -1.00
H 2.79 -1.60 -0.60
H 1.26 -1.47 -3.64
H 2.03 0.13 -3.66
H -1.10 -1.49 -3.85
H -1.97 0.07 -3.61
F -2.04 -1.74 1.77
C -1.41 -2.57 2.72
F -1.42 -1.87 3.84
F -2.15 -3.63 2.86
C 0.04 -2.82 2.20
O 0.52 -1.62 1.75
C 0.94 -3.38 3.33
F 1.21 -2.44 4.23
F 2.10 -3.79 2.81
F 0.37 -4.40 3.97
C 0.00 -3.91 1.04
F -1.16 -3.84 0.37
F 1.00 -3.69 0.19
F 0.12 -5.15 1.51

=====

# 9
56
Properties=species:S:1:pos:R:3 method="wB97M-V/def2-TZVPD" total_charge=-2 e_tot_ev=-93276.642 s2=0.7998 gap_ev="6.85 / 6.31" spin_multiplicity=2 lumo_energy_ev="4.5 / 4.5"
Mn 0.12 -0.01 -0.04
O -1.94 -1.90 -2.97
C -1.44 -1.57 -1.89
O -0.31 -1.00 -1.72
C -2.20 -1.97 -0.61
C -1.22 -2.54 0.43
C -1.95 -3.36 1.49
C -2.67 -2.25 2.29
C -2.19 -0.99 1.56
O -0.85 -1.35 1.17
C -2.89 -0.82 0.21
C -2.74 0.64 -0.25
O -3.77 1.27 -0.49
O -1.56 1.12 -0.24
H -2.95 -2.71 -0.90
H -0.32 -2.97 0.02
H -2.63 -4.09 1.05
H -1.23 -3.88 2.12
H -3.76 -2.33 2.25
H -2.36 -2.24 3.33
H -2.14 -0.08 2.16
H -3.96 -1.01 0.29
O 3.17 2.21 -1.79
C 2.60 1.30 -1.19
O 1.38 1.35 -0.81
C 3.43 0.05 -0.86
C 4.73 0.08 -1.27
C 5.62 -0.97 -1.00
C 5.22 -2.07 -0.28
C 3.92 -2.11 0.18
C 2.92 -1.10 -0.12
O 1.73 -1.27 0.23
N 3.59 -3.27 0.99
O 2.71 -3.17 1.83
O 4.24 -4.29 0.83
N 6.99 -0.90 -1.45
O 7.34 0.07 -2.11
O 7.74 -1.84 -1.21
H 5.05 0.96 -1.81
H 5.90 -2.87 -0.05
C -1.09 2.26 3.56
O 0.19 1.68 3.42
P 0.81 1.59 1.88
O 2.35 1.37 2.32
C 2.66 0.12 2.95
O 0.86 3.16 1.56
C 0.32 3.72 0.34
H -1.27 2.41 4.62
H -1.88 1.62 3.15
H -1.15 3.23 3.05
H 3.71 -0.08 2.75
H 2.06 -0.69 2.54
H 2.50 0.20 4.03
H -0.08 4.69 0.62
H -0.47 3.09 -0.07
H 1.12 3.82 -0.39

=====

# 10
44
Properties=species:S:1:pos:R:3 method="wB97M-V/def2-TZVPD" e_tot_ev=-40424.207 gap_ev=8.97 smiles="CC(=O)c1ccc(NC(=O)CSc2nc(C)cc(C)c2C(N)=O)cc1" lumo_energy_ev=0.3
C 4.71 3.65 1.63
C 4.19 2.35 2.20
O 4.37 2.06 3.37
C 3.46 1.45 1.28
C 3.19 1.75 -0.05
C 2.50 0.87 -0.85
C 2.05 -0.35 -0.33
N 1.34 -1.27 -1.09
C 0.73 -1.09 -2.30
O 0.93 -0.16 -3.05
C -0.11 -2.28 -2.73
S -1.12 -3.00 -1.40
C -1.89 -1.52 -0.81
N -1.31 -0.42 -1.22
C -1.78 0.76 -0.85
C -1.04 1.96 -1.34
C -2.91 0.85 -0.04
C -3.55 -0.31 0.39
C -4.76 -0.23 1.27
C -3.02 -1.55 0.01
C -3.70 -2.83 0.38
N -2.88 -3.76 0.93
O -4.88 -3.02 0.21
C 2.32 -0.66 1.00
C 3.02 0.22 1.79
H 5.39 3.45 0.80
H 3.88 4.25 1.26
H 5.23 4.20 2.40
H 3.52 2.68 -0.48
H 2.29 1.11 -1.88
H 1.06 -2.11 -0.59
H 0.53 -3.09 -3.08
H -0.77 -1.97 -3.54
H -0.40 2.34 -0.54
H -1.73 2.75 -1.62
H -0.42 1.68 -2.18
H -3.29 1.82 0.24
H -5.09 0.80 1.38
H -4.54 -0.64 2.25
H -5.56 -0.83 0.84
H -3.26 -4.68 1.11
H -1.89 -3.63 1.01
H 1.98 -1.60 1.41
H 3.23 -0.01 2.82